(1)
{"formula": "C29H63ClN8O10S2Si", "method": "ωB97M-V/def2-TZVPD", "orbital_gap_ev": 7.826, "mol_weight_g_mol": 811.54, "e_above_lowest_ev": 9.153, "smiles": "CCOCCO[Si@](CCCCS(=O)(=O)Cl)(CCSc1nnco1)CNC.CN(C)C=O.CN(C)C=O.CN(C)C=O.CN(C)C=O.CN(C)C=O", "total_energy_ha": -3878.87730, "species": ["C", "C", "O", "C", "C", "O", "Si", "C", "C", "C", "C", "S", "O", "O", "Cl", "C", "C", "S", "C", "N", "N", "C", "O", "C", "N", "C", "H", "H", "H", "H", "H", "H", "H", "H", "H", "H", "H", "H", "H", "H", "H", "H", "H", "H", "H", "H", "H", "H", "H", "H", "H", "H", "H", "H", "C", "N", "C", "C", "O", "H", "H", "H", "H", "H", "H", "H", "C", "N", "C", "C", "O", "H", "H", "H", "H", "H", "H", "H", "C", "N", "C", "C", "O", "H", "H", "H", "H", "H", "H", "H", "C", "N", "C", "C", "O", "H", "H", "H", "H", "H", "H", "H", "C", "N", "C", "C", "O", "H", "H", "H", "H", "H", "H", "H"], "xyz": [[-3.60, -3.64, -3.25], [-2.32, -2.63, -2.97], [-2.28, -2.13, -1.56], [-2.88, -0.79, -1.62], [-3.39, -0.20, -0.17], [-2.33, -0.07, 0.84], [-2.43, 1.43, 1.74], [-1.68, 2.97, 0.87], [-1.29, 2.76, -0.71], [0.37, 2.66, -0.89], [0.84, 1.25, -1.59], [1.70, 0.04, -0.44], [3.20, 0.39, -0.29], [1.06, 0.10, 0.97], [1.37, -1.90, -1.18], [-1.36, 1.15, 3.37], [-2.04, 0.08, 4.41], [-0.99, -1.45, 4.75], [0.36, -0.92, 5.98], [0.31, 0.07, 7.12], [1.59, 0.11, 7.69], [2.58, -0.81, 7.01], [1.76, -1.46, 5.93], [-4.19, 1.92, 2.35], [-5.22, 0.81, 2.32], [-6.25, 1.09, 1.25], [-3.22, -4.76, -3.24], [-4.44, -3.54, -2.41], [-4.08, -3.39, -4.30], [-2.44, -1.73, -3.74], [-1.32, -3.18, -3.29], [-3.86, -0.90, -2.29], [-2.15, -0.08, -2.21], [-4.16, -1.01, 0.25], [-3.94, 0.82, -0.30], [-0.74, 3.34, 1.49], [-2.50, 3.83, 0.90], [-1.71, 3.71, -1.29], [-1.79, 1.83, -1.21], [0.95, 2.86, 0.12], [0.66, 3.53, -1.64], [-0.10, 0.71, -2.02], [1.60, 1.48, -2.48], [-1.36, 2.22, 3.90], [-0.23, 0.93, 3.11], [-3.10, -0.23, 3.96], [-2.23, 0.66, 5.43], [3.72, -1.00, 7.23], [-4.52, 2.90, 1.76], [-4.10, 2.27, 3.49], [-4.79, -0.14, 2.24], [-5.88, 1.85, 0.41], [-6.61, 0.12, 0.67], [-7.24, 1.58, 1.69], [2.26, -3.46, 3.71], [3.24, -4.52, 3.61], [3.38, -5.23, 2.36], [4.03, -4.89, 4.68], [4.88, -5.78, 4.67], [1.27, -3.86, 3.50], [2.51, -2.69, 2.98], [2.27, -3.01, 4.71], [3.18, -6.29, 2.52], [4.41, -5.12, 2.00], [2.69, -4.83, 1.61], [3.84, -4.29, 5.59], [1.08, -5.61, 6.42], [0.68, -6.95, 6.81], [1.71, -7.91, 7.16], [-0.64, -7.34, 6.86], [-1.05, -8.45, 7.18], [1.72, -5.68, 5.54], [1.63, -5.16, 7.25], [0.21, -5.00, 6.19], [1.63, -8.77, 6.49], [1.54, -8.25, 8.18], [2.70, -7.46, 7.07], [-1.34, -6.53, 6.57], [7.56, -0.34, -1.68], [7.30, 1.07, -1.46], [5.92, 1.51, -1.35], [8.31, 2.00, -1.35], [8.16, 3.20, -1.17], [7.09, -0.65, -2.62], [7.14, -0.91, -0.85], [8.64, -0.53, -1.74], [5.72, 2.25, -2.14], [5.77, 1.98, -0.38], [5.23, 0.67, -1.46], [9.31, 1.55, -1.45], [-2.58, 3.00, -6.57], [-2.45, 1.75, -5.86], [-2.88, 0.53, -6.51], [-1.93, 1.68, -4.59], [-1.79, 0.66, -3.93], [-3.64, 3.16, -6.81], [-2.00, 2.95, -7.49], [-2.23, 3.84, -5.96], [-3.65, 0.05, -5.91], [-2.02, -0.15, -6.59], [-3.26, 0.74, -7.51], [-1.64, 2.66, -4.19], [-0.35, 8.72, -7.24], [-0.74, 7.38, -6.85], [0.28, 6.42, -6.51], [-2.07, 7.00, -6.80], [-2.47, 5.89, -6.49], [0.30, 8.66, -8.12], [0.21, 9.18, -6.42], [-1.22, 9.34, -7.48], [0.21, 5.56, -7.18], [0.12, 6.08, -5.48], [1.28, 6.87, -6.59], [-2.76, 7.81, -7.09]]}

(2)
{"formula": "C20H23ClN2Pb", "method": "ωB97M-V/def2-TZVPD", "orbital_gap_ev": [4.019, 3.770], "mol_weight_g_mol": 534.07, "charge": 2, "total_energy_ha": -1537.67384, "species": ["C", "C", "C", "C", "Cl", "H", "H", "H", "H", "H", "H", "H", "H", "H", "C", "C", "C", "H", "C", "C", "H", "H", "H", "H", "C", "C", "C", "H", "C", "C", "H", "H", "H", "H", "Pb", "N", "C", "C", "C", "C", "N", "C", "C", "H", "H", "H", "H"], "xyz": [[-3.04, -0.45, -4.92], [-4.35, -0.40, -4.28], [-2.46, 0.77, -5.45], [-2.47, -1.73, -5.28], [-1.36, -0.26, -2.07], [-2.94, 0.89, -6.48], [-1.38, 0.73, -5.55], [-2.68, 1.66, -4.85], [-5.10, -0.47, -5.13], [-4.52, 0.51, -3.71], [-4.52, -1.23, -3.58], [-2.95, -2.00, -6.28], [-2.69, -2.52, -4.56], [-1.39, -1.71, -5.39], [-0.42, 2.23, 2.38], [0.28, 2.49, 1.18], [-0.64, 2.25, 0.08], [1.19, 3.08, 1.11], [-1.85, 1.74, 0.64], [-1.70, 1.69, 2.07], [-2.49, 1.54, 2.82], [-0.07, 2.54, 3.37], [-0.44, 2.46, -0.99], [-2.77, 1.54, 0.10], [2.48, -2.18, 0.19], [3.16, -1.07, 0.78], [2.89, 0.10, 0.03], [3.86, -1.07, 1.60], [2.14, -0.30, -1.13], [1.89, -1.73, -1.01], [1.36, -2.36, -1.73], [2.62, -3.20, 0.56], [3.37, 1.06, 0.16], [1.78, 0.34, -1.97], [-0.53, -0.65, 0.22], [3.86, -0.48, 7.77], [3.22, -0.40, 6.79], [2.52, -0.32, 5.52], [2.87, 0.61, 4.57], [2.17, 0.58, 3.34], [1.32, -0.38, 3.04], [0.92, -1.25, 3.97], [1.53, -1.31, 5.21], [3.68, 1.33, 4.71], [2.30, 1.35, 2.56], [0.06, -1.87, 3.65], [1.29, -2.15, 5.93]]}

(3)
{"formula": "C5H9InO3", "method": "ωB97M-V/def2-TZVPD", "orbital_gap_ev": [7.657, 6.494], "mol_weight_g_mol": 231.94, "charge": 2, "e_above_lowest_ev": 1.847, "total_energy_ha": -610.89291, "species": ["O", "C", "O", "In", "O", "C", "C", "H", "H", "C", "H", "H", "H", "C", "H", "H", "H", "H"], "xyz": [[-0.13, -1.17, -0.34], [-1.10, -1.40, 0.67], [-0.44, -2.06, 1.51], [1.20, -1.05, 1.08], [0.14, 0.70, 1.59], [0.42, 1.85, 2.09], [-0.53, -0.83, -1.68], [-1.15, 0.07, -1.66], [0.36, -0.59, -2.26], [-1.28, -2.02, -2.24], [-0.70, -2.94, -2.10], [-2.24, -2.17, -1.73], [-1.45, -1.86, -3.32], [1.63, 2.58, 1.63], [-0.47, 2.48, 2.24], [2.56, 2.09, 1.92], [1.59, 3.59, 2.06], [1.58, 2.73, 0.54]]}